1.
{
  "formula": "C20H25FN2O",
  "method": "ωB97M-V/def2-TZVPD",
  "elements": ["C", "C", "C", "C", "C", "N", "C", "C", "C", "C", "C", "C", "F", "H", "H", "H", "H", "C", "H", "H", "H", "C", "O", "C", "N", "C", "C", "C", "C", "H", "H", "H", "C", "C", "H", "H", "H", "H", "H", "H", "H", "H", "H", "H", "H", "H", "H", "H", "H"],
  "positions_angstrom": [[-0.301622, 3.096107, 1.355206], [0.371987, 1.792796, 0.812037], [0.302247, 0.419283, 1.140398], [1.244564, -0.177731, 0.394420], [1.889272, 0.809747, -0.498307], [1.479575, 2.109497, -0.064933], [1.912207, 3.379982, -0.550905], [1.205081, 3.891186, -1.678092], [1.671605, 5.096638, -2.230108], [2.820498, 5.562805, -1.852743], [3.897655, 4.825588, -0.924326], [3.387110, 3.720810, -0.492879], [3.884007, 3.109519, 0.332878], [4.746910, 5.180851, -0.665072], [3.229161, 6.476062, -2.421413], [0.981557, 5.727776, -2.710716], [0.033257, 3.592027, -1.766946], [3.145089, 0.621693, -1.188796], [3.252471, -0.667968, -1.531696], [4.165575, 0.844130, -0.662675], [3.085073, 1.159220, -2.256107], [1.630076, -1.500746, 0.583061], [2.486449, -2.195484, -0.086365], [0.560985, -2.313713, 1.435002], [-0.715908, -2.218212, 0.685278], [-1.899407, -2.760187, 1.772138], [-2.571493, -3.910528, 1.193065], [-3.042250, -3.896219, -0.099337], [-4.651864, -3.517152, 0.209206], [-5.217856, -3.401683, -0.754330], [-4.990914, -4.622085, 0.500971], [-4.861953, -2.801522, 0.679594], [-2.577783, -2.567030, -0.767499], [-1.195760, -2.295462, -0.561801], [-0.719100, -1.492294, -1.116968], [-0.443883, -3.437004, -0.742432], [-3.105247, -1.694174, -0.604593], [-2.751897, -2.544623, -1.613379], [-2.943749, -4.645596, -0.727885], [-2.915598, -4.409935, 2.056684], [-1.693517, -4.673101, 1.229308], [-2.575879, -1.840668, 2.098969], [-1.415518, -2.715520, 2.762115], [0.551267, -1.975899, 2.309074], [0.860947, -3.409560, 1.072981], [-0.558937, 0.103052, 1.791200], [-1.022510, 2.852574, 2.154351], [0.229107, 3.884549, 1.595079], [-0.851083, 3.428207, 0.407290]],
  "forces_ev_per_angstrom": [[-4.343, -5.374, -3.316], [1.518, 2.680, 1.604], [-3.505, 5.395, 1.411], [3.355, 1.945, -3.838], [0.184, 0.096, 3.979], [-1.931, -4.548, 0.852], [0.160, -0.539, -5.323], [-2.680, -0.665, 3.533], [-2.488, -1.545, 0.346], [7.913, 1.813, 0.779], [-8.574, 2.532, -6.578], [-10.350, 4.522, -5.678], [8.013, -8.972, 10.929], [5.621, 2.444, 1.351], [-0.759, -1.122, 1.416], [-0.527, 0.489, -1.242], [3.139, 0.453, -0.181], [2.425, -3.195, -4.262], [-0.452, 4.123, 1.275], [-2.119, -0.160, -0.769], [0.497, -0.860, 2.298], [1.198, -5.366, -2.663], [-2.297, 2.711, 2.469], [1.187, -4.685, -12.831], [-4.197, 2.082, 10.553], [1.847, 6.210, -0.592], [6.777, -4.081, 5.158], [-6.481, 8.560, -0.166], [2.781, -14.991, -10.015], [0.602, 0.023, 0.424], [-0.015, 2.777, 0.363], [-2.372, 10.116, 7.927], [2.244, -2.099, 12.287], [6.936, -3.772, -2.109], [-0.248, -0.031, -1.035], [-1.830, 1.900, -1.936], [-1.656, 1.868, 2.117], [-2.418, -0.952, -15.146], [0.471, -3.827, -2.537], [-2.688, -0.717, 0.579], [-0.327, 0.861, -0.579], [0.497, -1.360, -1.647], [0.221, -1.696, -0.531], [-0.705, 1.998, 7.575], [0.222, 1.527, 2.100], [1.475, -0.096, -0.823], [0.221, 0.167, -0.473], [3.455, 3.425, 1.421], [0.002, -0.064, 1.527]],
  "mulliken_charge": [-1.5291, 0.2713, -0.1666, 0.1314, 0.2127, 0.6058, -0.1983, 0.2751, -0.7736, -0.1705, -1.0788, 0.2280, -0.2341, 0.7060, 0.2439, 0.3713, 0.2417, -1.1876, 0.3269, 0.1681, 0.3322, 0.8585, -0.7174, -1.3500, 0.4197, -0.8929, -1.0220, 0.1687, -1.9092, 0.3730, 0.3009, 0.7951, -3.2484, -0.2553, 0.3767, 0.2759, 0.5739, 1.7637, 0.7143, 0.6836, 0.3200, 0.2200, 0.5758, 0.6883, 0.3588, 0.1508, 0.3101, 0.3970, 0.2945],
  "homo_lumo_gap_ev": 6.71,
  "relative_energy_kcal_mol": 413.1,
  "e_homo_ev": -6.8,
  "lumo_energy_ev": -0.1262
}



2.
{
  "formula": "C17H33KN4O7P2",
  "method": "ωB97M-V/def2-TZVPD",
  "elements": ["K", "C", "C", "C", "C", "C", "C", "C", "C", "C", "H", "H", "H", "H", "H", "H", "H", "H", "H", "H", "H", "H", "C", "C", "O", "P", "O", "O", "O", "P", "O", "O", "O", "H", "H", "H", "H", "H", "H", "H", "N", "C", "C", "C", "N", "H", "H", "H", "H", "H", "H", "H", "H", "H", "H", "N", "C", "C", "N", "C", "H", "H", "H", "H"],
  "positions_angstrom": [[0.082552, -0.274554, -0.561805], [-3.414960, -1.378485, 2.042848], [-2.962266, -1.590644, 0.622399], [-2.162433, -2.686624, 0.295660], [-1.713991, -2.889779, -1.002448], [-0.824520, -4.054994, -1.347474], [-2.073945, -1.969005, -1.987438], [-2.868961, -0.866940, -1.697585], [-3.240630, 0.123259, -2.769434], [-3.308885, -0.697461, -0.383227], [-3.956136, -2.248036, 2.418915], [-4.077633, -0.515307, 2.121400], [-2.561171, -1.211798, 2.703502], [-1.873585, -3.385624, 1.074450], [-1.308198, -4.718674, -2.065979], [-0.580563, -4.642676, -0.462220], [0.106871, -3.712359, -1.804603], [-1.699764, -2.101443, -2.998060], [-4.178967, -0.161953, -3.250508], [-2.467187, 0.177162, -3.534581], [-3.358145, 1.125341, -2.357407], [-3.938205, 0.156504, -0.145469], [3.210151, 3.172478, -2.853141], [2.095112, 2.135635, -2.858314], [1.700604, 1.882031, -4.228245], [0.570960, 2.837398, -2.113104], [0.178473, 3.924959, -3.215974], [0.988422, 3.701923, -0.871602], [-0.517931, 1.866197, -1.833351], [2.616569, 0.519963, -2.119031], [4.113785, 0.296772, -2.676611], [2.664265, 0.642049, -0.623544], [1.697970, -0.477582, -2.752762], [2.868663, 4.119411, -3.273539], [4.035725, 2.797544, -3.456183], [3.554778, 3.352133, -1.834817], [1.419765, 0.950716, -4.240725], [0.325346, 3.539522, -4.093293], [0.334315, 3.636682, -0.112022], [4.757715, 0.551115, -2.005285], [0.945150, 0.827390, 1.919959], [1.515013, 0.233056, 3.133286], [2.462411, -0.923773, 2.836099], [1.833133, -2.238513, 2.376910], [1.493198, -2.240798, 0.945980], [1.693970, 1.023533, 1.252309], [0.516694, 1.719731, 2.136762], [0.697851, -0.128087, 3.766458], [2.067882, 0.969531, 3.728637], [3.024158, -1.128107, 3.750710], [3.201225, -0.598119, 2.093458], [0.918170, -2.420717, 2.949866], [2.526008, -3.049552, 2.627024], [1.333339, -3.190125, 0.628953], [2.280731, -1.884932, 0.408327], [-2.830344, 2.957454, 1.902319], [-2.418548, 4.076188, 2.590854], [-1.225979, 4.418524, 2.035648], [-0.898089, 3.522945, 1.038913], [-1.888753, 2.664879, 0.977609], [-3.679194, 2.442497, 2.054065], [-3.002971, 4.514251, 3.380631], [-0.584236, 5.246006, 2.288105], [-1.967655, 1.832403, 0.298941]],
  "forces_ev_per_angstrom": [[-0.200, -0.380, 0.241], [0.008, 0.016, -0.002], [0.034, -0.012, -0.008], [0.007, 0.034, 0.028], [0.005, 0.005, -0.013], [0.007, 0.013, -0.002], [-0.016, 0.001, -0.068], [0.005, 0.008, -0.028], [0.015, -0.009, 0.018], [0.021, 0.045, -0.006], [0.009, -0.001, -0.005], [0.005, -0.017, -0.010], [-0.004, -0.002, -0.012], [-0.003, 0.017, -0.009], [-0.015, 0.009, 0.000], [-0.009, 0.010, -0.002], [-0.014, 0.011, 0.012], [-0.011, 0.003, 0.018], [0.000, -0.010, 0.008], [-0.005, -0.015, 0.014], [0.005, -0.019, 0.008], [0.014, -0.019, -0.007], [-0.007, -0.002, -0.028], [0.066, 0.035, -0.099], [0.023, 0.074, 0.126], [0.077, 0.060, 0.116], [-0.034, 0.049, 0.033], [0.089, -0.041, -0.186], [0.058, 0.073, 0.002], [-0.174, 0.047, 0.108], [0.072, -0.006, -0.052], [-0.044, 0.037, -0.024], [0.074, 0.000, -0.001], [-0.002, -0.012, 0.007], [0.011, 0.003, -0.005], [-0.017, -0.006, 0.005], [-0.008, -0.057, 0.015], [0.002, -0.035, -0.056], [-0.087, -0.036, -0.014], [-0.040, -0.003, -0.014], [0.099, -0.033, -0.018], [-0.043, 0.007, -0.067], [0.006, -0.014, -0.060], [-0.023, 0.049, -0.066], [0.073, 0.059, 0.028], [-0.030, -0.006, 0.028], [-0.004, 0.011, 0.000], [-0.011, 0.000, -0.002], [0.025, 0.026, 0.005], [-0.017, -0.011, 0.018], [-0.020, -0.013, 0.008], [-0.005, 0.007, -0.010], [0.031, -0.019, -0.006], [0.001, 0.002, 0.001], [0.012, 0.002, 0.023], [0.012, -0.028, 0.005], [-0.059, -0.041, -0.076], [0.085, -0.104, 0.005], [-0.127, 0.147, 0.057], [0.026, 0.094, 0.165], [-0.008, 0.001, 0.008], [0.024, -0.006, -0.029], [0.002, -0.040, -0.019], [0.035, 0.038, -0.109]],
  "mulliken_charge": [1.2952, -1.5818, 0.7816, -0.3712, 0.9229, -1.7307, -0.6752, 0.6520, -1.8242, -0.4646, 0.4104, 0.3335, 0.2747, 0.3494, 0.4209, 0.3593, 0.2983, 0.3624, 0.4434, 0.3186, 0.3129, 0.4496, -1.9475, 1.2002, -0.6426, 0.4617, -0.5741, -0.5385, -0.4335, 0.5220, -0.5649, -0.7023, -0.8964, 0.3818, 0.4591, 0.3631, 0.3670, 0.3867, 0.6856, 0.3256, -0.0751, -0.7976, -0.5363, -0.7087, -0.3032, 0.1021, 0.0490, 0.3491, 0.3796, 0.3264, 0.3023, 0.3125, 0.4030, 0.1425, 0.1164, 0.0194, -0.3519, -0.6908, -0.2484, -0.6181, 0.2195, 0.4140, 0.4238, 0.5802],
  "homo_lumo_gap_ev": 9.17,
  "relative_energy_kcal_mol": 0.0,
  "e_homo_ev": -9.1,
  "lumo_energy_ev": 0.0762
}